{"formula": "C21H45BGaN2O5", "method": "ωB97M-V/def2-TZVPD", "symbols": ["C", "C", "C", "Ga", "O", "B", "O", "O", "H", "H", "H", "H", "H", "H", "H", "H", "H", "C", "C", "C", "C", "C", "C", "N", "O", "C", "C", "C", "H", "H", "H", "H", "H", "H", "H", "H", "H", "H", "H", "H", "H", "H", "H", "H", "H", "H", "C", "C", "C", "C", "C", "C", "N", "O", "C", "C", "C", "H", "H", "H", "H", "H", "H", "H", "H", "H", "H", "H", "H", "H", "H", "H", "H", "H", "H"], "xyz": [[3.666205, -0.181721, 5.867096], [2.499309, 0.047657, 5.185866], [1.239801, -0.179382, 5.901518], [-0.103798, 1.388941, 5.798651], [-1.631231, 0.705148, 4.851229], [-2.558614, 0.084528, 5.532192], [-3.763419, -0.266203, 4.843929], [-2.507778, -0.246051, 6.893717], [3.850894, -1.196536, 6.175315], [4.384146, 0.599171, 6.057515], [2.574562, 0.350255, 4.148641], [1.496468, -0.355431, 6.933885], [0.712310, -1.073736, 5.536578], [0.491503, 2.734807, 5.166908], [-0.551320, 1.707348, 7.312852], [-3.714169, -1.216562, 4.690973], [-2.120518, -1.111249, 7.055867], [0.551988, -3.372420, -0.555682], [1.147745, -2.275630, 0.359221], [1.033965, -0.916413, -0.328780], [2.024203, -0.725089, -1.475782], [3.446965, -1.022097, -1.009001], [3.591763, -2.387834, -0.336548], [2.556173, -2.604070, 0.713793], [2.881881, -1.920503, 1.755723], [3.519128, -3.499487, -1.400254], [4.992475, -2.506570, 0.253774], [0.267369, -2.272399, 1.595719], [-0.520205, -3.470306, -0.390012], [0.674615, -3.161238, -1.617907], [0.992693, -4.346840, -0.343493], [1.198409, -0.122263, 0.406307], [0.015163, -0.784229, -0.701028], [1.757209, -1.357939, -2.327661], [1.966463, 0.303906, -1.837315], [4.132776, -0.961703, -1.857417], [3.753962, -0.238401, -0.309782], [3.509148, -4.484581, -0.931762], [4.395012, -3.452108, -2.048015], [2.656317, -3.423961, -2.057345], [5.218042, -1.698524, 0.946296], [5.731960, -2.462819, -0.546033], [5.118048, -3.454528, 0.779010], [0.321149, -3.226670, 2.122922], [-0.771305, -2.107601, 1.310811], [0.531305, -1.481429, 2.294550], [-2.595200, 1.132334, -1.241062], [-1.888609, 2.318255, -1.939738], [-2.846696, 3.505716, -2.035505], [-3.937742, 3.324545, -3.089958], [-3.330672, 2.958316, -4.443418], [-2.388441, 1.756242, -4.375387], [-1.385314, 1.899511, -3.282889], [-0.471478, 2.722165, -3.666486], [-3.209310, 0.466810, -4.186775], [-1.698995, 1.581929, -5.724090], [-0.734716, 2.687010, -1.017439], [-2.483776, 1.198957, -0.159976], [-3.667318, 1.097619, -1.430698], [-2.159556, 0.179338, -1.542728], [-2.280040, 4.411090, -2.275493], [-3.303199, 3.678571, -1.059413], [-4.656111, 2.563220, -2.774108], [-4.505252, 4.252499, -3.185418], [-4.128657, 2.752068, -5.160390], [-2.787711, 3.826611, -4.830073], [-2.554311, -0.389750, -4.023108], [-3.796502, 0.265374, -5.083182], [-3.920791, 0.514700, -3.366892], [-1.170389, 2.480080, -6.036914], [-2.442618, 1.362011, -6.489801], [-0.987330, 0.755498, -5.697017], [-0.024202, 1.863146, -0.932826], [-1.109213, 2.906401, -0.018917], [-0.194618, 3.572495, -1.347344]], "forces_ev_per_angstrom": [[0.1, 0.3, -0.4], [0.4, -0.1, 0.5], [-0.2, -1.6, -1.1], [0.3, 0.3, 0.7], [0.9, 0.6, 0.1], [-0.8, -0.1, -0.5], [0.1, -0.4, -0.1], [0.0, -0.5, 0.3], [-0.4, 0.1, 1.8], [1.1, -0.3, -1.2], [-0.5, 1.4, 0.1], [-0.1, 0.0, 0.4], [-0.5, 0.1, -0.2], [-0.1, -0.2, -0.4], [0.0, 0.0, -0.1], [-0.4, 0.1, 0.1], [0.1, 0.2, 0.1], [0.1, -0.1, -0.3], [-1.5, -1.1, -0.9], [0.4, 0.4, -0.2], [0.0, -0.1, 0.0], [-0.3, 0.4, 0.1], [0.7, -1.1, -1.3], [0.2, 2.2, 0.1], [0.3, -0.4, 0.8], [-0.2, -0.1, -0.2], [0.1, 0.2, 0.5], [0.2, 0.2, 0.7], [0.0, 0.1, 0.1], [0.1, 0.0, 0.0], [0.1, 0.0, 0.0], [0.0, -0.1, 0.1], [-0.1, -0.1, 0.1], [0.0, 0.0, 0.0], [0.0, 0.0, 0.0], [0.1, -0.1, 0.0], [0.0, -0.1, 0.1], [0.0, 0.0, 0.0], [0.1, 0.1, 0.1], [-0.1, 0.0, 0.1], [-0.1, 0.0, 0.1], [-0.1, 0.0, -0.1], [0.0, 0.0, 0.0], [0.1, 0.0, 0.0], [0.0, 0.0, -0.2], [0.1, -0.1, 0.0], [-0.2, -0.2, -0.1], [-0.6, -1.0, 1.5], [-0.2, 0.3, -0.5], [0.1, -0.1, 0.0], [0.0, 0.5, 0.3], [-1.0, -1.5, -0.6], [-0.2, 2.1, -0.4], [0.8, -0.3, -0.1], [-0.2, -0.1, 0.2], [0.5, 0.3, -0.1], [0.6, 0.3, -0.2], [0.1, 0.1, 0.0], [0.0, 0.0, -0.1], [0.0, 0.0, -0.1], [0.1, -0.1, 0.0], [0.1, -0.1, 0.1], [0.0, 0.0, 0.0], [0.0, 0.0, 0.0], [0.1, -0.1, -0.1], [0.1, -0.1, 0.0], [0.0, 0.0, 0.0], [0.1, 0.1, -0.1], [0.1, 0.0, 0.1], [0.1, 0.0, 0.1], [-0.1, 0.0, 0.1], [0.0, 0.0, 0.0], [0.0, 0.0, 0.0], [-0.2, -0.1, 0.0], [0.0, -0.1, -0.2]], "charge": -1, "homo_ev": [-3.656, -3.656], "largest_force_ev_per_a": 2.2, "spin_multiplicity": 3, "homo_lumo_gap_ha": [0.210, 0.199]}